(1)
{
  "formula": "C33H39BBr2Cl44F3IN5O7S",
  "method": "ωB97M-V/def2-TZVPD",
  "symbols": ["C", "C", "O", "N", "C", "N", "C", "O", "C", "C", "N", "C", "C", "C", "O", "C", "I", "B", "N", "O", "N", "C", "S", "C", "C", "C", "O", "O", "C", "C", "C", "O", "C", "C", "F", "F", "F", "C", "Br", "C", "C", "Br", "H", "H", "H", "H", "H", "H", "H", "H", "H", "H", "H", "H", "H", "H", "H", "H", "H", "H", "H", "H", "H", "H", "H", "H", "H", "H", "H", "H", "H", "H", "H", "H", "H", "H", "H", "H", "H", "H", "H", "C", "Cl", "Cl", "Cl", "Cl", "C", "Cl", "Cl", "Cl", "Cl", "C", "Cl", "Cl", "Cl", "Cl", "C", "Cl", "Cl", "Cl", "Cl", "C", "Cl", "Cl", "Cl", "Cl", "C", "Cl", "Cl", "Cl", "Cl", "C", "Cl", "Cl", "Cl", "Cl", "C", "Cl", "Cl", "Cl", "Cl", "C", "Cl", "Cl", "Cl", "Cl", "C", "Cl", "Cl", "Cl", "Cl", "C", "Cl", "Cl", "Cl", "Cl"],
  "coordinates": [[1.198377, 3.888695, 3.496033], [1.376326, 3.082698, 2.214141], [2.434418, 2.432224, 2.072650], [0.406366, 3.118365, 1.138548], [0.407209, 4.464766, 0.556951], [-0.759897, 2.395940, 1.197478], [-1.722402, 2.745395, 2.197406], [-2.284494, 4.039307, 2.089871], [-2.758197, 4.455159, 0.821120], [-2.678853, 5.990208, 0.767895], [-3.932714, 6.566584, 1.279261], [-4.907458, 6.822327, 0.211230], [-6.091348, 5.835534, 0.159291], [-7.453432, 6.521548, 0.115016], [-5.928751, 4.929394, -0.941205], [-2.748392, 1.648656, 2.622382], [-4.814529, 2.317718, 2.683939], [-2.603297, 1.216467, 4.161058], [-2.555312, 2.234758, 5.190038], [-2.592473, -0.134514, 4.491395], [-2.762825, 0.418408, 1.759594], [-2.298543, 0.583795, 0.357850], [-3.548412, 1.552870, -0.615898], [-2.374951, -0.837870, -0.252941], [-3.821512, -1.417422, -0.278115], [-4.266543, -1.709855, -1.712471], [-3.584231, -2.504274, -2.373240], [-5.400857, -1.130815, -2.192389], [-0.834221, 1.206150, 0.312537], [-0.548479, 1.696601, -1.117735], [0.907286, 1.951778, -1.525086], [0.959934, 3.255317, -2.123313], [2.161272, 3.407013, -2.850540], [2.583779, 4.882867, -2.890876], [1.584818, 5.756538, -2.587314], [3.633629, 5.091087, -2.017431], [3.079587, 5.164557, -4.142372], [0.124899, 0.136705, 0.896653], [0.336416, 0.135390, 2.831651], [0.832085, -0.865267, 0.319022], [1.719147, -1.862488, 1.038315], [0.767302, -1.244064, -1.548605], [1.358973, 3.173175, 4.307037], [0.197359, 4.299723, 3.625075], [1.985396, 4.633578, 3.589434], [1.446353, 4.750300, 0.384498], [-0.152516, 4.554893, -0.365612], [0.003835, 5.207008, 1.259656], [-1.157818, 2.878414, 3.126820], [-2.206668, 4.066813, -0.036102], [-3.806670, 4.216393, 0.629443], [-2.506959, 6.315549, -0.264584], [-1.861376, 6.350822, 1.391032], [-3.731101, 7.460366, 1.702593], [-4.462302, 6.869270, -0.789217], [-5.333114, 7.812294, 0.400143], [-6.039246, 5.186817, 1.037156], [-7.695796, 6.833027, -0.903661], [-8.208585, 5.774760, 0.371580], [-7.555686, 7.324769, 0.841294], [-6.100017, 5.407106, -1.756561], [-1.615028, 2.618438, 5.241666], [-2.755914, 1.815989, 6.091034], [-1.709589, -0.489248, 4.612043], [-3.726871, 0.071662, 1.794238], [-2.199305, -0.344953, 2.158447], [-3.182103, 1.228961, -1.869979], [-1.743630, -1.564337, 0.252769], [-2.098488, -0.725634, -1.296770], [-3.806772, -2.396303, 0.205864], [-4.565346, -0.818374, 0.253341], [-5.483693, -0.267256, -1.766623], [-1.063771, 2.637235, -1.305248], [-0.961320, 1.013346, -1.861451], [1.262331, 1.261345, -2.291529], [1.592824, 1.926043, -0.674320], [2.988514, 2.850292, -2.406655], [1.986984, 3.073307, -3.877329], [2.250565, -2.494241, 0.334782], [2.469627, -1.332892, 1.627372], [1.052141, -2.422443, 1.689431], [2.274496, -6.044278, 1.903079], [4.005389, -5.744978, 2.039415], [1.374214, -4.683338, 2.613727], [1.839945, -6.192780, 0.198114], [1.874374, -7.533089, 2.751799], [5.692438, 5.372194, -6.899256], [7.317300, 5.062503, -6.280366], [4.676780, 3.947705, -6.619251], [5.000532, 6.768790, -6.065801], [5.772494, 5.697155, -8.631517], [4.647679, -6.310270, -2.670500], [3.076740, -6.776298, -3.330448], [5.714608, -5.795435, -3.977622], [4.409541, -4.978808, -1.531528], [5.368771, -7.682739, -1.822850], [5.673933, 2.589758, 3.579284], [4.792260, 3.064213, 5.040153], [5.278093, 3.700679, 2.267389], [7.408585, 2.644825, 3.897746], [5.214043, 0.947393, 3.125792], [-0.452378, -8.115805, -4.524074], [-0.115486, -6.633069, -3.613481], [0.698598, -9.369236, -4.054305], [-2.093928, -8.656434, -4.166324], [-0.298451, -7.786781, -6.250472], [-9.056449, 1.733441, 0.427126], [-10.305907, 2.232287, -0.707304], [-7.693279, 1.030319, -0.463940], [-8.488966, 3.141551, 1.337136], [-9.706256, 0.533764, 1.544299], [3.920450, -10.946065, 2.440903], [3.164288, -10.155142, 3.833138], [2.827747, -12.178054, 1.802941], [4.250794, -9.743151, 1.184288], [5.427765, -11.702900, 2.950405], [-5.193309, -5.656098, -0.834164], [-3.437204, -5.536824, -0.988418], [-5.968837, -4.543071, -1.964259], [-5.704406, -7.306955, -1.182624], [-5.664872, -5.230009, 0.820365], [6.783372, 3.853142, -12.169492], [5.684467, 5.205272, -11.867342], [6.562766, 3.274831, -13.822319], [8.449956, 4.391541, -11.946947], [6.428867, 2.546862, -11.032585], [5.973410, -14.555980, 6.231227], [4.746084, -13.981991, 5.097019], [7.316316, -15.266318, 5.329599], [6.563921, -13.194560, 7.191565], [5.272385, -15.772959, 7.302317], [6.922920, -3.331577, 4.250489], [7.288844, -1.630403, 4.534638], [7.409103, -4.293299, 5.646877], [5.180404, -3.512750, 3.987472], [7.789108, -3.891044, 2.815984]],
  "forces_ev_per_angstrom": [[-0.4, -0.8, -0.2], [3.1, -1.9, 0.1], [-3.3, 1.8, 0.1], [0.7, 0.4, -0.4], [-0.2, 0.7, 0.8], [-1.3, -0.7, -0.3], [0.3, 0.6, 1.3], [0.1, -0.6, -0.6], [-0.2, 1.5, -0.9], [-0.6, -0.3, 0.5], [0.3, 0.2, -0.7], [-0.8, 0.4, 0.5], [0.4, 0.0, -0.2], [-0.2, -0.9, 0.0], [-0.1, -0.3, 0.2], [-0.2, -0.1, 0.1], [0.1, 0.0, -0.1], [0.1, 0.1, 0.9], [0.6, -0.8, -0.5], [-0.6, 0.1, -0.8], [0.0, 0.4, -0.1], [0.0, -0.6, -1.6], [-0.4, 0.8, 0.6], [-0.9, 0.2, -0.2], [-0.2, -0.1, 0.0], [1.7, -2.0, -1.4], [-2.1, 2.3, 1.3], [1.1, -0.3, 0.1], [-0.2, 0.4, 1.2], [0.6, -0.5, -0.9], [0.3, 0.5, -0.2], [0.3, -0.1, 0.3], [-0.6, 0.4, -0.1], [0.9, 0.3, -0.3], [1.2, -0.8, -0.4], [-1.3, 0.1, -0.7], [-0.8, 0.0, 1.4], [0.9, -1.1, -0.8], [-0.2, 0.1, -0.4], [-0.1, 0.7, 0.1], [-0.4, 0.9, -0.2], [-0.1, -0.1, 0.2], [0.1, 0.0, 0.0], [0.2, 0.4, -0.2], [-0.1, 0.1, -0.1], [0.0, -0.1, -0.3], [0.1, -0.3, -0.1], [0.0, -0.1, 0.0], [0.0, 0.0, -0.1], [0.3, -0.4, 0.4], [0.0, -0.3, 0.3], [0.1, -0.1, 0.0], [0.1, -0.1, 0.0], [0.1, -0.1, 0.2], [0.2, -0.1, 0.1], [0.1, 0.0, 0.0], [0.1, 0.1, 0.1], [0.1, 0.4, 0.1], [0.0, 0.1, -0.1], [0.1, 0.2, -0.2], [0.0, 0.1, -0.1], [-0.3, 0.7, 0.0], [0.1, 0.1, 0.1], [0.1, -0.2, 0.3], [0.0, -0.1, -0.3], [0.2, 0.3, 0.4], [0.3, -0.2, 0.3], [0.3, 0.2, -0.1], [0.6, -0.3, 0.1], [-0.1, 0.0, -0.1], [0.0, 0.0, -0.1], [-0.3, 0.0, 0.2], [-0.1, 0.0, 0.4], [0.0, -0.2, 0.2], [-0.2, -0.2, 0.2], [0.0, -0.1, 0.0], [0.0, 0.0, 0.0], [0.2, 0.0, 0.0], [-0.2, -0.2, 0.0], [-0.1, 0.0, 0.2], [0.4, -0.2, 0.0], [0.0, -0.2, -0.1], [-0.1, -0.1, -0.1], [0.1, -0.3, 0.2], [-0.2, -0.1, 0.1], [-0.1, 0.3, -0.1], [0.0, 0.1, 0.0], [0.0, 0.0, 0.0], [0.0, 0.0, 0.0], [0.0, 0.0, 0.0], [0.0, -0.1, 0.1], [0.0, -0.1, 0.0], [0.2, 0.0, 0.1], [0.0, 0.0, 0.0], [0.2, 0.2, -0.1], [0.0, 0.0, 0.0], [0.0, 0.0, -0.1], [0.0, 0.0, 0.0], [0.1, 0.1, 0.0], [0.0, 0.0, 0.0], [0.0, 0.0, 0.0], [-0.1, -0.1, 0.0], [-0.1, 0.0, 0.0], [0.0, 0.0, 0.0], [0.0, 0.0, 0.0], [0.0, 0.0, 0.0], [-0.1, 0.0, 0.0], [0.1, 0.0, 0.0], [0.0, 0.0, 0.0], [0.1, 0.0, 0.1], [0.0, 0.0, 0.0], [0.0, 0.0, 0.0], [0.1, -0.3, 0.1], [0.0, 0.0, 0.0], [0.0, 0.0, 0.0], [0.0, 0.2, -0.2], [0.0, 0.0, -0.1], [0.0, 0.0, 0.0], [-0.1, -0.1, 0.1], [0.0, 0.0, 0.0], [0.0, 0.0, 0.0], [0.0, 0.0, 0.0], [0.0, 0.0, -0.1], [0.0, 0.0, 0.0], [0.0, 0.0, 0.0], [0.0, 0.0, 0.0], [0.0, 0.0, 0.0], [0.0, -0.2, 0.2], [0.0, 0.0, 0.0], [0.0, 0.0, 0.0], [0.0, 0.0, 0.0], [0.0, 0.0, 0.0], [0.1, 0.0, 0.0], [0.0, 0.0, 0.0], [0.1, 0.1, 0.1], [0.0, 0.0, 0.0]],
  "mulliken_charge": [-1.34, -0.12, -0.33, 0.91, -1.26, 1.40, 0.39, -0.61, 2.25, -1.67, -0.29, -0.53, 0.45, -1.34, -0.48, -2.01, 0.37, 1.05, -0.43, -0.64, 0.69, -0.63, -0.22, -1.39, -0.56, 0.14, -0.46, -0.47, 1.39, -1.75, -1.44, -0.29, -0.73, 0.77, -0.24, -0.29, -0.19, -0.76, -0.22, 1.04, -1.53, -0.14, 0.30, 0.33, 0.36, 0.49, 0.42, 0.17, -0.37, -0.77, -0.36, 0.34, 0.46, 0.32, 0.16, 0.48, -0.02, 0.36, 0.25, 0.42, 0.36, 0.22, 0.24, 0.27, 0.69, 0.67, 0.32, 0.50, 0.71, 0.27, 0.58, 0.33, 0.29, 0.90, 0.84, 0.34, 0.40, 0.34, 0.55, 0.29, 0.21, 0.16, -0.03, -0.11, 0.02, -0.03, 0.30, -0.10, -0.11, -0.09, -0.02, 0.17, 0.02, -0.10, -0.03, -0.06, 0.30, -0.12, -0.09, -0.10, -0.05, 0.30, -0.02, -0.09, -0.09, -0.09, 0.24, -0.08, -0.04, -0.07, -0.09, 0.27, -0.12, -0.10, -0.02, -0.06, 0.30, -0.03, -0.06, -0.10, -0.13, 0.37, -0.10, -0.10, -0.09, -0.09, 0.33, -0.04, -0.10, -0.10, -0.10, 0.29, -0.06, -0.09, -0.04, -0.10],
  "homo_lumo_gap_ev": 8.2,
  "largest_force_ev_per_a": 3.7,
  "charge": 1
}

---

(2)
{
  "formula": "C25H32ClIrN2O2P2",
  "method": "ωB97M-V/def2-TZVPD",
  "symbols": ["Ir", "Cl", "C", "C", "C", "C", "O", "C", "C", "O", "C", "H", "H", "H", "H", "C", "P", "C", "N", "C", "C", "C", "C", "C", "C", "N", "C", "P", "C", "C", "C", "C", "C", "C", "C", "C", "C", "H", "H", "H", "H", "H", "H", "H", "H", "H", "H", "H", "H", "H", "H", "H", "H", "H", "H", "H", "H", "H", "H", "H", "H", "H", "H", "H", "H"],
  "coordinates": [[-1.497509, 0.441782, 0.378996], [-6.573328, 5.581735, -0.388223], [-5.326785, 4.539672, 0.083619], [-4.334543, 4.988198, 0.978765], [-3.323247, 4.152602, 1.349540], [-3.227718, 2.823292, 0.831577], [-2.276588, 2.085226, 1.229158], [-4.249137, 2.378472, -0.097868], [-4.242732, 1.060560, -0.687164], [-3.384924, 0.186626, -0.552845], [-5.282901, 3.233778, -0.423433], [-4.387685, 5.996819, 1.366125], [-2.567799, 4.475205, 2.054015], [-5.097044, 0.816208, -1.328264], [-6.070183, 2.886529, -1.082644], [-0.984872, -0.430572, -2.783870], [-0.516524, -1.040363, -1.133976], [1.259666, -0.643214, -1.050053], [2.065455, -1.025982, -2.050360], [3.351687, -0.662919, -2.042747], [4.228577, -1.015293, -3.085659], [5.583610, -0.583447, -3.099600], [6.057776, 0.182198, -2.079778], [5.209286, 0.527806, -0.991110], [3.858414, 0.130017, -0.949557], [3.048113, 0.462845, 0.053084], [1.758357, 0.086773, 0.025487], [0.606661, 0.706597, 1.283440], [1.223519, 2.384248, 1.574039], [0.784156, -0.213504, 2.899739], [0.431116, 0.760178, 4.028968], [-0.241110, -1.347117, 2.881563], [2.206487, -0.745893, 3.044672], [-0.633027, -2.925024, -1.246391], [-2.077022, -3.271960, -0.874015], [-0.298655, -3.353934, -2.674891], [0.350406, -3.582095, -0.280280], [-0.288172, -0.808099, -3.527669], [-0.952951, 0.660179, -2.790704], [-1.998547, -0.756617, -3.019943], [3.830111, -1.617948, -3.893582], [6.232444, -0.858365, -3.918495], [7.080824, 0.529716, -2.097385], [5.596377, 1.104394, -0.159124], [2.230515, 2.332385, 1.983592], [0.557145, 2.900079, 2.264111], [1.251126, 2.926200, 0.629219], [-0.532330, 1.245798, 3.850004], [1.196905, 1.522441, 4.168962], [0.349832, 0.199956, 4.961877], [-1.260821, -0.953402, 2.770534], [-0.200592, -1.903701, 3.819233], [-0.040798, -2.039445, 2.069452], [2.945763, 0.051403, 2.952705], [2.427009, -1.507000, 2.294757], [2.323408, -1.197028, 4.031996], [-2.795348, -2.747130, -1.508998], [-2.282908, -3.010934, 0.166498], [-2.247624, -4.343064, -0.994805], [-1.056582, -3.041995, -3.392659], [-0.251325, -4.444275, -2.705174], [0.672947, -2.972805, -2.985294], [0.077421, -3.416901, 0.758364], [1.372988, -3.239362, -0.442223], [0.333235, -4.660527, -0.445309]],
  "forces_ev_per_angstrom": [[1.2, -1.2, -0.8], [0.1, -0.2, 0.1], [-0.1, 0.3, 0.0], [0.1, 0.0, 0.1], [-0.1, 0.3, 0.2], [-0.1, -0.4, 0.0], [-0.4, 1.2, 0.7], [0.1, 0.5, 0.2], [-0.2, -0.5, -0.2], [-0.3, 0.3, -0.1], [0.2, -0.6, -0.2], [0.0, 0.0, 0.0], [0.0, 0.0, 0.0], [-0.1, 0.0, 0.0], [0.0, 0.1, 0.0], [-0.2, 0.1, 0.2], [0.7, -0.1, 0.1], [0.2, 0.8, 1.3], [0.1, -0.8, -1.4], [-0.1, 0.6, 1.0], [-0.6, -0.3, -0.3], [0.8, 0.5, 0.4], [0.2, -0.5, -0.9], [-0.1, 0.3, 0.7], [-0.8, -0.7, -0.7], [1.0, 0.8, 1.0], [-0.9, -0.8, -1.2], [0.0, -0.2, -0.1], [-0.4, 0.0, -0.1], [-0.2, 0.2, -0.2], [0.0, 0.0, 0.0], [0.1, 0.1, 0.0], [0.0, 0.0, 0.1], [-0.3, 0.5, 0.2], [0.0, 0.0, 0.0], [0.0, 0.0, -0.1], [0.0, 0.1, 0.0], [0.0, 0.0, 0.0], [0.0, 0.0, 0.0], [0.0, 0.0, -0.1], [0.0, 0.0, 0.0], [-0.1, 0.0, 0.0], [0.0, 0.0, 0.1], [0.0, 0.0, 0.0], [0.0, 0.0, 0.0], [0.1, 0.0, 0.0], [0.0, 0.0, 0.0], [0.0, 0.0, 0.1], [0.0, 0.0, 0.0], [0.0, 0.0, 0.0], [0.0, -0.1, 0.0], [0.0, 0.0, 0.0], [0.0, -0.1, 0.0], [0.0, 0.0, 0.0], [0.0, 0.0, 0.0], [0.0, 0.0, 0.0], [0.0, 0.0, 0.0], [0.0, 0.0, 0.0], [0.0, 0.0, 0.0], [0.0, 0.0, 0.0], [-0.1, 0.0, 0.0], [0.0, 0.0, 0.0], [0.0, 0.0, 0.1], [0.0, 0.0, 0.0], [0.0, 0.0, 0.0]],
  "lowdin_spin": [0.96, 0.13, 0.20, -0.02, 0.13, 0.07, 0.25, 0.09, 0.02, 0.05, 0.06, 0.00, 0.00, 0.00, 0.00, 0.01, 0.03, 0.10, 0.25, 0.05, 0.38, 0.17, 0.16, 0.38, 0.05, 0.25, 0.11, 0.02, 0.00, 0.01, 0.00, 0.02, 0.00, 0.01, 0.00, 0.00, 0.00, 0.00, 0.00, 0.00, 0.01, 0.00, 0.00, 0.01, 0.00, 0.00, 0.00, 0.00, 0.00, 0.00, 0.01, 0.00, 0.00, 0.00, 0.00, 0.00, 0.00, 0.00, 0.00, 0.00, 0.00, 0.00, 0.00, 0.00, 0.00],
  "multiplicity": 5,
  "homo_lumo_gap_ev": [4.6, 5.0],
  "relative_energy_kcal_mol": 0.00,
  "largest_force_ev_per_a": 1.9,
  "charge": 2,
  "s_squared": 6.06
}

---

(3)
{
  "formula": "CH4BrN4",
  "method": "ωB97M-V/def2-TZVPD",
  "symbols": ["C", "N", "N", "N", "N", "Br", "H", "H", "H", "H"],
  "coordinates": [[1.208831, 0.417766, -0.549294], [-0.391698, -2.134199, -2.510680], [0.568108, -1.522255, -2.457446], [0.339642, -0.159654, -1.222346], [2.077683, 1.007926, -0.016091], [-2.560890, 1.481462, 4.142875], [-1.282959, -2.312970, -2.037180], [-0.519734, -0.092410, -0.711693], [2.870904, 1.563346, -0.124544], [-2.309886, 1.750988, 5.486399]],
  "forces_ev_per_angstrom": [[2.2, 0.9, -0.1], [-1.4, -1.4, -2.4], [1.8, -1.1, -0.1], [-0.8, 3.0, 1.6], [-1.5, -1.6, 0.2], [-0.1, -0.1, -0.7], [-0.2, 0.0, 1.1], [-1.5, -1.0, -0.2], [1.4, 1.1, -0.1], [0.1, 0.1, 0.7]],
  "lowdin_spin": [0.07, 0.50, 0.61, 0.47, 0.26, 0.00, 0.07, 0.01, 0.01, 0.00],
  "multiplicity": 3,
  "homo_lumo_gap_ev": [7.5, 4.1],
  "relative_energy_kcal_mol": 74.16,
  "largest_force_ev_per_a": 3.5,
  "charge": 1,
  "s_squared": 2.02
}

---

(4)
{
  "formula": "C4H12",
  "method": "ωB97M-V/def2-TZVPD",
  "symbols": ["C", "C", "H", "H", "H", "H", "H", "H", "C", "C", "H", "H", "H", "H", "H", "H"],
  "coordinates": [[1.395969, 1.947952, 0.374225], [-0.144763, 1.964603, 0.430272], [1.944146, 2.414008, 1.140386], [1.690363, 0.903987, 0.320452], [1.819333, 2.549515, -0.495916], [-0.407945, 2.061341, -0.549482], [-0.578880, 2.797657, 0.968006], [-0.601425, 1.050792, 0.839747], [-0.503112, -2.663081, -0.122774], [-0.805349, -1.232066, -0.674611], [0.383434, -3.044530, -0.616842], [-0.360705, -2.720944, 0.968132], [-1.227730, -3.513467, -0.309223], [-0.084988, -0.594474, -0.190140], [-0.771065, -1.147656, -1.727756], [-1.747287, -0.773640, -0.354469]],
  "forces_ev_per_angstrom": [[-0.1, 0.2, -1.5], [1.1, 0.0, 2.2], [0.2, 0.3, 1.7], [0.5, 0.0, -0.3], [-0.9, -1.1, 0.5], [-1.4, 0.1, -2.7], [0.1, 0.3, 0.2], [0.4, 0.4, -0.1], [-1.0, -0.9, -0.4], [-0.4, -0.9, 2.1], [0.5, 0.1, 0.1], [0.1, 0.5, -0.4], [0.2, 1.3, -0.1], [0.6, 0.3, -0.4], [0.3, -0.1, -1.1], [-0.2, -0.6, 0.0]],
  "mulliken_charge": [-0.79, -0.84, 0.32, 0.22, 0.23, 0.30, 0.35, 0.23, -0.95, -0.46, 0.27, 0.29, 0.29, -0.15, 0.35, 0.33],
  "smiles": "CC.CC",
  "homo_lumo_gap_ev": 12.7,
  "relative_energy_kcal_mol": 16.13,
  "largest_force_ev_per_a": 3.0
}